# 1
This record from the OMol25 dataset describes a molecular structure, CH2N4 in a non-equilibrium geometry. The level of theory is ωB97M-V/def2-TZVPD.

Calculated values
ΔE to the lowest compared entry with this formula, charge and spin ... 579.3 kJ/mol
DFT total energy ... -258.125091 a.u.
2S+1 ... 1
Kohn-Sham gap ... 7.8 eV

Structure (XYZ):
```
7
Properties=species:S:1:pos:R:3:forces:R:3
C 0.1967 -0.0421 -0.0196 -0.385 2.841 -0.790
N 3.2671 -0.0586 0.1860 -1.014 0.357 -0.364
N 2.3635 -0.9659 -0.0509 1.178 -3.455 -0.005
N 2.5041 0.9746 -0.0497 0.660 2.544 -0.024
N 1.4513 0.0281 -0.2742 -2.548 -0.122 1.284
H -0.4995 0.8686 0.0197 1.731 -1.019 -0.113
H -0.3457 -0.9472 0.0984 0.377 -1.146 0.013
```
Forces are in eV/Å.

---

# 2
This record from the OMol25 dataset describes 2 unconnected molecules or ions with the total composition C2H4ClOP in a non-equilibrium geometry. The level of theory is ωB97M-V/def2-TZVPD.

Calculated values
ΔE to the lowest compared entry with this formula, charge and spin ... 141.2 kJ/mol
DFT total energy ... -955.215906 a.u.
2S+1 ... 3
Kohn-Sham gap (spin up / spin down) ... 7.5 / 6.7 eV
Expectation value of S² ... 2.0183

Structure (XYZ):
```
9
Properties=species:S:1:pos:R:3:forces:R:3
C 1.6889 0.2352 0.9323 0.548 1.573 -0.374
C -1.6771 -0.4461 -1.4159 0.171 -0.005 -1.555
O 0.2336 1.8535 -0.8354 1.458 1.785 0.032
P 0.3435 0.5850 -0.1313 -1.679 -2.019 0.297
Cl -2.0348 1.0762 -2.0887 -0.720 0.062 -0.723
H 2.4790 0.8868 1.2473 0.534 0.039 0.229
H 1.6121 -0.7692 1.2413 0.293 -1.075 0.645
H -2.2562 -0.6229 -0.5634 -0.577 -0.612 1.078
H -1.4526 -1.2354 -2.1370 -0.029 0.253 0.371
```
Forces are in eV/Å.

---

# 3
This record from the OMol25 dataset describes a molecular structure, C15H24N4O5Sc in a non-equilibrium geometry. The level of theory is ωB97M-V/def2-TZVPD.

Calculated values
ΔE to the lowest compared entry with this formula, charge and spin ... 0.0 kJ/mol
DFT total energy ... -1941.566301 a.u.
Total charge ... +1
2S+1 ... 1
Kohn-Sham gap (spin up / spin down) ... 2.3 / 6.3 eV

Structure (XYZ):
```
49
Properties=species:S:1:pos:R:3:forces:R:3
O 0.8508 -3.9244 1.1720 -0.571 0.705 0.164
H 0.0889 -3.6112 1.7113 0.675 -0.421 -0.495
Sc -0.2329 0.2485 0.0356 -0.520 -0.572 -0.373
N -1.1259 0.3600 -2.0165 -1.346 0.605 -0.761
N -1.7208 1.9548 -0.0553 -1.231 -0.052 -1.073
O -0.8169 -0.4108 -3.1350 0.152 -0.020 0.172
O -2.2434 2.6346 1.0307 0.196 0.150 0.353
C -2.1104 1.2307 -2.2529 1.890 -1.337 -0.145
C -2.4555 2.1017 -1.1630 1.090 -0.156 2.525
C -2.7720 1.3433 -3.5639 -0.338 -0.002 -0.275
C -3.5742 3.0544 -1.1994 -0.408 0.331 -0.332
H -2.5791 0.4582 -4.1612 -0.062 0.100 -0.071
H -2.4088 2.2264 -4.0934 0.075 -0.007 -0.097
H -3.8448 1.4772 -3.4381 -0.064 -0.033 0.000
H -3.4882 3.7671 -0.3822 -0.123 -0.046 -0.146
H -4.5403 2.5447 -1.1312 0.069 -0.011 0.090
H -3.5657 3.5804 -2.1527 -0.068 0.104 -0.037
H -0.3524 -1.2166 -2.8346 -0.257 0.337 0.096
H -1.7298 2.3654 1.8166 -0.289 -0.021 -0.569
O 0.9545 2.0394 -0.7093 -0.740 0.905 -2.336
H 1.1765 1.8328 -1.6677 -0.051 0.467 1.556
H 0.1617 2.6494 -0.8010 1.321 -0.639 0.168
C -1.6902 -1.0657 0.8863 -0.352 0.193 -0.158
H -1.6266 -2.1509 1.0456 0.007 0.401 0.002
H -2.5333 -0.8430 0.1860 0.114 -0.232 0.644
H -1.8766 -0.5428 1.8537 -0.258 -0.396 -0.334
O 0.2089 -3.5681 -2.1398 0.914 -0.466 -0.334
H 0.4984 -4.1802 -1.4329 -0.198 0.482 -0.012
H -0.5933 -3.1957 -1.8121 -1.029 0.020 0.621
C 3.0205 -2.5255 -1.2375 0.261 -0.147 0.174
C 3.5261 -2.8208 0.0232 -0.464 0.254 -0.304
C 3.0347 -2.1118 1.1067 -0.604 0.671 0.758
C 2.1075 -1.0727 0.9341 0.474 -1.384 -0.948
N 1.5794 -0.8662 -0.3118 0.776 0.161 0.416
C 2.0374 -1.5580 -1.3667 -0.062 0.042 0.814
C 1.7276 -0.1681 2.0455 -0.645 0.905 0.930
C 2.3179 -0.2379 3.3178 -0.051 -0.267 -0.567
C 2.1604 0.8028 4.2170 -0.364 -0.116 -0.490
C 1.3876 1.9054 3.8540 -0.249 0.306 -0.267
C 0.7342 1.9000 2.6271 0.439 -1.087 0.391
N 0.8331 0.8391 1.7999 1.337 0.112 0.223
H 3.3413 -3.0762 -2.1087 0.042 0.044 -0.059
H 4.2616 -3.6006 0.1887 -0.150 0.061 -0.149
H 3.3431 -2.3612 2.1183 0.134 -0.003 -0.381
H 1.5854 -1.3329 -2.3262 0.205 -0.072 0.118
H 2.8850 -1.1259 3.5691 0.138 0.317 0.095
H 2.6546 0.7498 5.1723 -0.028 0.068 0.185
H 1.2582 2.7553 4.5115 0.146 -0.045 -0.012
H 0.1457 2.7458 2.2700 0.073 -0.209 0.227
```
Forces are in eV/Å.

---

# 4
This record from the OMol25 dataset describes 14 unconnected molecules or ions with the total composition C7H34O13 in a non-equilibrium geometry. The level of theory is ωB97M-V/def2-TZVPD.

Calculated values
DFT total energy ... -1264.818333 a.u.
Total charge ... +1
2S+1 ... 2
Kohn-Sham gap (spin up / spin down) ... 8.6 / 4.4 eV
Expectation value of S² ... 0.7673

Structure (XYZ):
```
54
Properties=species:S:1:pos:R:3:forces:R:3
C 0.4938 -4.2624 -0.3095 -0.328 1.335 1.229
C 1.0740 -2.8907 -0.6147 0.068 -1.367 -0.355
C 0.4435 -2.0008 -1.5769 -0.936 -0.904 1.488
C 1.1445 -0.9172 -2.0781 2.774 -0.442 -1.922
C 2.5345 -0.7676 -1.7937 -3.811 3.044 -3.630
C 3.0823 -1.5888 -0.8695 1.588 -1.013 2.521
C 2.3427 -2.6159 -0.2096 -0.292 2.231 -1.636
H -0.0418 -4.6003 -1.1839 -0.708 -0.203 0.198
H 1.2802 -4.9554 -0.1101 0.799 -0.402 -0.128
H -0.0461 -4.2694 0.6792 -0.225 0.087 -1.252
H -0.6234 -2.1321 -1.8046 0.398 -0.009 -0.205
H 0.7720 -0.5261 -3.0278 -0.229 0.730 0.760
H 2.9331 0.0886 -2.4704 0.454 -2.001 1.760
H 4.1329 -1.4512 -0.5838 -0.348 -0.234 -0.201
H 2.7860 -3.1400 0.5602 1.031 -1.300 1.245
H 1.1865 -0.0512 3.8339 0.067 0.505 1.178
H 1.6811 1.2077 4.7971 -0.045 -0.270 2.123
O 1.5291 0.8461 3.9578 0.008 -0.148 -3.355
H 2.1425 1.8213 -2.3576 2.541 -0.314 1.815
H 1.5583 2.1189 -3.6244 -0.846 0.352 0.467
O 1.3220 2.0882 -2.6704 -1.837 0.230 -2.816
H 2.4688 1.3034 0.2333 1.019 0.385 -1.402
H 2.6487 1.3679 1.8321 -2.708 -0.838 -2.886
O 1.9658 1.1733 1.0096 2.226 -0.017 4.003
H 0.5012 2.3269 2.8348 0.299 -0.325 1.736
H 0.5969 2.2074 1.4464 0.751 -1.024 -1.812
O 0.1218 2.7103 2.0652 -1.488 1.394 0.625
H -1.7150 2.0863 -2.6236 -0.739 0.867 -1.273
H -0.2038 1.6794 -2.2739 -2.023 0.507 0.186
O -1.1887 1.6491 -1.9911 2.365 -1.209 0.975
H -2.7829 -0.4685 -1.4781 0.294 -2.008 0.285
H -2.7660 -1.8124 -0.6824 -1.239 -0.465 1.189
O -2.4278 -1.4146 -1.4545 0.409 2.245 -1.803
H -0.6683 0.2342 -0.8368 -1.065 0.912 -3.075
H 0.4626 0.0093 0.1275 -0.472 0.398 0.467
O -0.5061 0.0670 0.0463 1.548 -1.400 3.155
H -1.9884 1.2823 2.4610 0.338 0.559 -0.454
H -2.3981 1.1150 0.9802 0.789 0.107 -0.697
O -2.7100 1.0485 1.8692 -0.952 -0.176 1.108
H -0.5401 3.1854 -0.4454 -0.135 0.324 -0.061
H 0.2905 4.0136 0.4569 1.983 -0.109 3.662
O -0.2147 4.0834 -0.2831 -1.943 -0.049 -3.827
H -4.4055 -0.3077 0.5991 -0.465 2.252 -1.864
H -4.4579 1.1463 -0.3490 -0.239 -1.860 1.207
O -4.6271 0.1623 -0.2827 0.701 -0.215 0.701
H -1.9717 -2.5733 0.7502 -0.554 -1.056 1.171
H -2.4429 -3.6789 1.8251 0.654 -0.503 0.476
O -2.7292 -3.0202 1.2093 0.103 1.481 -1.839
H 2.7490 3.6222 -1.4607 -0.564 0.512 -0.314
H 3.7719 2.8596 -0.7025 0.284 0.184 -0.816
O 3.4530 2.9929 -1.6195 0.695 -0.566 1.495
H -2.6104 -1.6763 2.4773 0.575 -0.267 1.907
H -2.5189 -0.3628 3.0430 0.546 -1.899 1.351
O -2.2973 -1.3127 3.3675 -1.117 1.951 -2.861
```
Forces are in eV/Å.

---

# 5
This record from the OMol25 dataset describes a single C6H8 molecule in a non-equilibrium geometry. The level of theory is ωB97M-V/def2-TZVPD.

Calculated values
ΔE to the lowest compared entry with this formula, charge and spin ... 232.3 kJ/mol
DFT total energy ... -233.298512 a.u.
2S+1 ... 1
SMILES ... C1=C[C@H]2C[C@@H]1C2
Kohn-Sham gap ... 9.6 eV

Structure (XYZ):
```
14
Properties=species:S:1:pos:R:3:forces:R:3
C -1.4750 0.3140 0.0188 2.934 1.664 2.185
C -0.5554 1.0355 0.8449 -2.394 -3.685 -4.523
C 0.7762 0.4710 0.4388 -0.985 -1.349 -0.440
C 0.4192 -1.0616 0.4432 -1.910 1.628 3.812
C -0.5152 -0.6963 -0.7292 0.068 0.587 0.911
C 0.7022 0.3111 -1.1009 -0.737 0.646 0.682
H -2.5609 0.3940 0.0024 0.380 -0.189 -0.110
H -0.6526 1.6589 1.6536 -0.725 1.632 1.477
H 1.5934 0.9310 0.9294 1.135 0.061 0.342
H 1.1819 -1.6857 0.1620 2.024 -1.637 -0.555
H -0.0041 -1.2815 1.5007 0.355 -0.512 -1.962
H -0.9442 -1.5699 -1.2808 0.364 1.254 -0.077
H 0.3532 1.2764 -1.4627 0.403 -0.219 -1.176
H 1.6812 -0.0969 -1.4201 -0.913 0.117 -0.566
```
Forces are in eV/Å.

---

# 6
This record from the OMol25 dataset describes a molecular structure, C17H28BClGaN6O5S in a non-equilibrium geometry. The level of theory is ωB97M-V/def2-TZVPD.

Calculated values
DFT total energy ... -4177.029454 a.u.
Total charge ... +1
2S+1 ... 1
Kohn-Sham gap ... 9.9 eV

Structure (XYZ):
```
60
Properties=species:S:1:pos:R:3:forces:R:3
Ga -0.5235 0.6999 -0.3543 0.025 -0.494 -0.352
C -2.7768 -2.2469 -1.3986 -0.111 0.157 0.018
C -1.8932 -2.2043 -0.2036 0.284 0.095 0.097
C -1.7010 -3.2440 0.6995 0.193 0.258 0.101
C -0.6302 -2.8712 1.4926 -0.396 -0.255 -0.203
C -0.0198 -3.6565 2.5894 0.209 0.076 0.062
N -0.2192 -1.6560 1.0878 -0.189 -0.431 0.436
N -1.0165 -1.2317 0.0755 -0.179 0.409 -0.162
B 1.2170 -1.0995 1.1349 -0.016 0.053 -0.166
N 1.6835 -0.9926 -0.3483 0.353 -0.302 -0.020
N 1.0519 -0.1868 -1.2409 -0.225 0.367 -0.486
C 1.6735 -0.2758 -2.4165 -0.038 -0.120 0.325
C 1.2163 0.5197 -3.5806 -0.102 0.073 0.035
C 2.7276 -1.1731 -2.2875 -0.068 -0.031 0.190
C 2.7036 -1.6055 -0.9681 0.096 0.109 -0.482
C 3.6252 -2.5679 -0.3158 -0.045 -0.012 0.157
N 1.3045 0.3145 1.7113 0.056 0.103 0.550
N 0.9388 1.3376 0.8976 -0.288 0.122 -0.285
C 1.6109 2.4359 1.2606 0.019 -0.422 -0.011
C 1.6061 3.6976 0.4816 -0.193 0.117 -0.072
C 2.3726 2.1219 2.3841 -0.125 -0.212 -0.081
C 2.1608 0.7782 2.6391 0.143 0.431 -0.018
C 2.7419 -0.0527 3.7219 -0.007 -0.150 -0.080
H -3.8204 -2.0818 -1.1400 -0.103 0.023 -0.040
H -2.7158 -3.2438 -1.8325 0.008 0.029 -0.046
H -2.4540 -1.5257 -2.1442 -0.053 -0.038 -0.060
H -2.2568 -4.1578 0.7421 -0.064 -0.232 0.036
H -0.5666 -4.5867 2.7166 0.001 -0.002 0.030
H -0.0519 -3.0968 3.5205 0.024 0.000 0.137
H 1.0198 -3.8900 2.3738 0.113 -0.051 0.028
H 1.9119 -1.8284 1.7388 0.217 -0.258 0.189
H 0.3935 1.1590 -3.2585 0.018 0.053 -0.244
H 0.8753 -0.1304 -4.3845 -0.058 0.012 -0.041
H 2.0265 1.1346 -3.9678 -0.009 0.055 -0.014
H 3.4134 -1.4725 -3.0530 0.182 -0.069 -0.118
H 4.3491 -2.9196 -1.0439 0.046 -0.039 -0.014
H 3.0816 -3.4232 0.0785 -0.012 -0.103 0.040
H 4.1598 -2.1016 0.5086 0.066 0.016 0.072
H 1.1999 3.5203 -0.5131 0.113 0.190 0.074
H 2.6218 4.0789 0.3948 0.025 -0.040 0.009
H 1.0055 4.4553 0.9822 -0.058 0.058 -0.070
H 3.0136 2.7889 2.9211 0.164 0.132 0.159
H 3.3720 0.5646 4.3560 0.006 -0.017 0.025
H 3.3409 -0.8640 3.3121 0.062 -0.059 0.044
H 1.9510 -0.4907 4.3277 0.000 -0.045 0.082
C -4.3258 0.8900 -1.0214 0.249 0.036 -0.093
S -3.1755 1.0773 -2.4113 -0.238 0.643 0.791
C -3.3969 2.8679 -2.5939 0.161 -0.183 0.038
O -1.7687 0.8533 -1.8337 0.074 -0.196 -0.402
H -4.1455 1.6609 -0.2772 0.066 -0.013 -0.107
H -4.1817 -0.0895 -0.5775 0.002 -0.062 -0.114
H -5.3355 0.9900 -1.4063 -0.116 -0.077 -0.204
H -3.3505 3.3547 -1.6238 0.023 -0.069 0.023
H -4.3710 3.0233 -3.0528 -0.112 -0.124 -0.021
H -2.6349 3.2700 -3.2543 0.132 -0.169 -0.087
O -1.9196 1.2688 1.1070 0.331 -1.445 -0.264
Cl -1.8077 2.7116 0.9043 -1.284 0.945 0.300
O -3.0981 3.2200 0.6922 -1.269 0.696 0.150
O -1.1485 3.2952 1.9716 0.739 0.754 1.448
O -1.0642 2.8772 -0.3197 1.157 -0.294 -1.291
```
Forces are in eV/Å.